The following is a DFT calculation (wB97M-V/def2-TZVPD) of a molecular structure, C26H29Br2CsIN5O2S2.

The gap between HOMO and LUMO is 7.09 eV. Its energy above the lowest of the compared OMol25 structures with the same formula, charge and spin is 0.9 kcal/mol. The value obtained for the LUMO energy is -0.04 eV. The largest force on an atom is 0.1 eV/A. The value obtained for the HOMO energy is -7.13 eV.

Each line ends with the Löwdin charge.
Positions of all 68 atoms, in Å:
Cs (-1.03957, -0.90149, -2.12126)  0.79
O (1.75822, -2.14974, -2.27435)  -0.43
S (2.62076, -1.04509, -1.87575)  0.53
O (3.83722, -0.85053, -2.62910)  -0.31
N (1.67947, 0.20722, -1.78603)  -0.24
C (2.10893, 1.48084, -1.53588)  -0.29
C (3.38003, 1.87112, -1.14699)  -0.02
C (3.68972, 3.21345, -0.86624)  -0.08
C (2.75708, 4.20535, -0.97402)  -0.06
C (1.44726, 3.86766, -1.38699)  -0.17
C (0.43913, 4.84348, -1.55922)  -0.02
C (-0.80642, 4.47353, -1.97553)  -0.07
C (-1.04912, 3.10507, -2.20415)  -0.17
N (-0.14995, 2.16642, -2.04800)  0.06
C (1.10812, 2.51927, -1.65881)  -0.18
C (3.13400, -1.45465, -0.21551)  -0.26
C (2.16657, -1.78910, 0.72396)  -0.09
C (2.54791, -2.11988, 2.01353)  -0.08
C (3.89455, -2.11975, 2.36216)  -0.09
C (4.85567, -1.78878, 1.41903)  -0.08
C (4.47694, -1.45393, 0.12419)  -0.06
H (4.16184, 1.12885, -1.07749)  0.09
H (4.70108, 3.45677, -0.56364)  0.10
H (3.00138, 5.23976, -0.76809)  0.10
H (0.67811, 5.88274, -1.36451)  0.12
H (-1.59433, 5.19863, -2.12918)  0.10
H (-2.03666, 2.78364, -2.52860)  0.09
H (1.11765, -1.78572, 0.45289)  0.06
H (1.79188, -2.37413, 2.74710)  0.10
H (4.19256, -2.37944, 3.37015)  0.10
H (5.90407, -1.79232, 1.68852)  0.10
H (5.21006, -1.20386, -0.63126)  0.11
Br (-4.54294, 0.79540, -1.52040)  0.58
C (-5.52612, -0.86985, -1.44119)  -1.04
Br (-4.39359, -2.41509, -1.57968)  0.60
H (-6.22241, -0.87300, -2.26873)  0.00
H (-6.03496, -0.89722, -0.48656)  -0.01
C (-1.30142, 2.76228, 1.29832)  -0.04
N (-0.97962, 1.38832, 1.67045)  -0.19
C (0.42461, 1.02407, 1.51997)  -0.07
C (-1.92173, 0.42782, 1.77245)  -0.77
S (-1.59018, -1.19347, 1.44053)  0.64
N (-3.16444, 0.83591, 2.16086)  -0.21
C (-4.28903, -0.07673, 2.07197)  -0.12
C (-3.33098, 1.87666, 3.16826)  -0.05
H (-0.63304, 3.06496, 0.49352)  0.07
H (-1.17293, 3.45770, 2.13103)  0.09
H (-2.32564, 2.82317, 0.93663)  0.09
H (1.02847, 1.90603, 1.73303)  0.10
H (0.64833, 0.68017, 0.50791)  0.06
H (0.68141, 0.23223, 2.21838)  0.07
H (-4.19552, -0.69364, 1.18340)  0.01
H (-5.20481, 0.51502, 2.02001)  0.09
H (-4.33741, -0.73961, 2.94139)  0.09
H (-2.36530, 2.18323, 3.55956)  0.09
H (-3.91693, 1.47219, 3.99630)  0.09
H (-3.85085, 2.75270, 2.77436)  0.09
I (-1.13136, -4.32005, -4.36184)  0.87
C (-0.62184, -4.50914, -2.33268)  -0.83
C (0.65274, -4.93071, -1.99039)  -0.14
C (0.95723, -4.99576, -0.64229)  -0.05
C (-0.01221, -4.65329, 0.28876)  -0.06
C (-1.25113, -4.24208, -0.16938)  -0.19
N (-1.55715, -4.16301, -1.46876)  -0.04
H (1.38637, -5.15290, -2.74979)  0.10
H (1.94988, -5.28814, -0.32604)  0.12
H (0.19223, -4.67863, 1.35019)  0.11
H (-2.03185, -3.94091, 0.51954)  0.08